35
Properties=species:S:1:pos:R:3 method="wB97M-V/def2-TZVPD" homo_energy_ev=-8.9 e_above_lowest_kj_mol=493.4 smiles="O=S(=O)(c1ccc(O)cc1O)N1Cc2cc(O)cc(O)c2C1" gap_ev=9.346
S -0.053 -2.563 -0.845
O -0.072 -2.815 -2.260
O 5.198 0.263 0.085
O -2.181 0.778 3.231
O -0.047 -3.796 0.022
O 1.327 -0.522 -2.640
O -2.603 4.342 0.157
N -1.349 -1.417 -0.490
C -1.980 0.861 -0.430
C -2.304 3.053 0.409
C 3.921 -0.337 -0.089
C 2.279 -2.029 0.601
C 1.972 -0.672 -1.418
C -2.213 2.263 -0.643
C 3.213 -0.059 -1.186
C 1.518 -1.660 -0.517
C -1.755 -0.313 -1.388
C -2.031 1.188 1.922
C -2.000 0.394 0.829
C -1.446 -0.958 0.873
C 3.448 -1.377 0.709
C -2.218 2.580 1.732
H 3.584 0.716 -1.792
H 4.068 -1.549 1.622
H -2.882 4.281 -0.769
H -2.670 -0.438 -1.835
H -2.214 2.560 -1.714
H 1.901 -2.802 1.289
H -2.147 -1.573 1.549
H -2.282 3.317 2.572
H 5.655 -0.350 0.691
H -3.073 0.999 3.465
H 0.836 -1.411 -2.842
H -0.408 -0.855 1.281
H -0.991 -0.101 -2.180

=====

31
Properties=species:S:1:pos:R:3 method="wB97M-V/def2-TZVPD" homo_energy_ev="-4.0 / -4.1" multiplicity=2 e_above_lowest_kj_mol=73.1 charge=-1 gap_ev="6.553 / 6.652"
Se -2.366 -1.493 0.382
Se 1.901 -0.587 -0.895
Se 0.142 0.036 2.579
V -0.313 -0.384 0.235
Cl -0.825 0.496 -4.931
Cl -0.897 -0.971 -2.413
O -2.826 -3.234 4.666
O 0.468 -2.660 1.135
N 3.845 -0.460 1.306
C -0.644 1.349 -0.225
C 3.072 -0.480 0.449
C 0.100 -0.022 -3.524
C 0.204 -3.106 2.444
C -2.229 -2.866 1.796
C -1.192 -2.646 2.899
C -1.183 -1.194 3.396
C -1.599 -3.567 4.072
H 0.091 2.140 -0.007
H 0.948 -2.710 3.150
H -1.727 -4.592 3.709
H 0.441 0.864 -2.987
H -2.030 -3.812 1.282
H -2.158 -0.728 3.228
H -0.800 -3.561 4.830
H -2.815 -2.293 4.883
H -3.222 -2.914 2.253
H -1.566 1.748 -0.672
H 0.932 -0.639 -3.864
H -0.944 -1.160 4.464
H 1.429 -2.592 1.030
H 0.246 -4.211 2.464

=====

11
Properties=species:S:1:pos:R:3 method="wB97M-V/def2-TZVPD" homo_energy_ev="-4.8 / -3.3" e_above_lowest_kj_mol=501.9 charge=-1 gap_ev="8.485 / 4.897"
F -0.423 -1.296 -1.866
O -0.767 1.432 -2.859
O 1.443 1.296 -2.406
N -1.442 -0.251 3.288
C -0.542 -0.474 2.615
C 0.603 -0.664 1.915
C 0.259 1.080 -2.312
C -0.295 -0.059 -1.281
H 0.958 0.086 1.369
H -1.061 0.322 -0.727
H 1.268 -1.473 2.264

=====

7
Properties=species:S:1:pos:R:3 method="wB97M-V/def2-TZVPD" homo_energy_ev=-10.4 e_above_lowest_kj_mol=84.4 smiles="O=CNS" gap_ev=10.877
S -1.537 -0.099 -0.116
O 2.302 0.005 -0.055
N 0.074 0.524 0.125
C 1.124 -0.344 0.068
H -2.136 -0.133 1.110
H 0.244 1.487 -0.169
H 0.799 -1.405 0.071